Entry 1:
22
Properties=species:S:1:pos:R:3:mulliken_charge:R:1 method="wB97M-V/def2-TZVPD" homo_energy_ev=-8.63 energy_ha=-2036.15072 largest_force_ev_per_a=2.51 gap_ev=7.78
Cd -0.32296 0.35531 -1.55325 0.8738
C -0.03478 -0.01622 -3.74154 -1.3126
H 0.91790 0.19472 -3.22888 0.1185
H -0.12723 -1.08176 -3.98802 0.4192
H -0.13517 0.55932 -4.67718 0.4732
H -1.66258 0.54199 -3.16335 0.0031
H -2.10529 0.83849 -2.58450 0.0416
F -0.71549 3.38621 2.13774 -0.1896
C -0.84444 2.07715 1.82398 0.6785
F -1.29248 1.38273 2.90477 -0.1901
F -1.75965 1.95765 0.77642 -0.2523
S 0.76806 1.39579 1.09825 1.2171
O 1.04579 2.22331 -0.05619 -0.6653
O 1.72852 1.25364 2.18280 -0.5524
N 0.19176 -0.02592 0.52897 -0.6251
S 0.97476 -1.46440 0.73141 1.1861
O 0.50142 -2.15512 -0.46045 -0.6776
O 2.35961 -1.44996 1.05572 -0.5589
C 0.26112 -2.33086 2.26441 0.6292
F 0.55895 -1.63239 3.39005 -0.2024
F -1.08541 -2.42057 2.16850 -0.2192
F 0.77758 -3.58912 2.39034 -0.1946

Entry 2:
21
Properties=species:S:1:pos:R:3:mulliken_charge:R:1 method="wB97M-V/def2-TZVPD" homo_energy_ev=-9.19 smiles="C/C=C/C.O.O.O" energy_ha=-386.45726 largest_force_ev_per_a=3.22 gap_ev=9.77
C 2.41072 -1.16007 -2.23828 -1.0088
C 1.92192 -0.28080 -1.14299 -0.0594
C 1.99553 -0.21818 0.19923 -0.2012
C 1.94505 1.11461 0.89921 -0.8930
H 1.99438 -2.19069 -2.07673 0.2678
H 3.51150 -1.26714 -2.26480 0.2743
H 2.04282 -0.78891 -3.19726 0.3000
H 1.29353 0.54163 -1.46385 0.2442
H 2.65658 -0.97511 0.64218 0.2721
H 0.99868 1.28782 1.44694 0.1519
H 2.21555 2.07096 0.40724 0.3359
H 2.67421 1.14290 1.71699 0.3240
O -2.78280 -1.30712 -1.77393 -0.6133
H -2.70285 -0.97499 -2.67634 0.3104
H -3.70717 -1.57618 -1.71734 0.3079
O -1.68117 -0.43502 1.65419 -0.5910
H -1.94446 -1.29100 1.99683 0.2818
H -0.84006 -0.62254 1.21834 0.3051
O -2.21601 2.28838 2.13242 -0.6392
H -1.79313 2.25883 1.27604 0.2970
H -2.55031 1.39405 2.26940 0.3332

Entry 3:
15
Properties=species:S:1:pos:R:3:mulliken_charge:R:1 method="wB97M-V/def2-TZVPD" homo_energy_ev=-10.44 smiles=C[C@H](O)CCCl energy_ha=-693.19271 largest_force_ev_per_a=3.46 gap_ev=11.27
C 0.12633 -1.60240 -0.57514 -1.0608
C 1.03269 -0.37599 -0.73170 0.3508
O 2.41894 -0.72749 -0.97586 -0.5677
C 0.89632 0.44311 0.55177 -0.8657
C -0.51033 0.54154 1.29799 -0.6030
Cl -1.96791 0.83645 0.18149 -0.2090
H 0.38663 -2.40475 -1.24669 0.3583
H -0.02193 -1.73747 0.52120 0.2065
H -0.94536 -1.23983 -0.85274 0.2773
H 0.62024 0.21317 -1.44378 0.3189
H 2.88918 0.01718 -1.33045 0.3179
H 1.61117 0.13160 1.35228 0.2942
H 1.22909 1.49916 0.46652 0.4230
H -0.42486 1.40430 1.96186 0.3870
H -0.51121 -0.32059 2.03582 0.3723

Entry 4:
75
Properties=species:S:1:pos:R:3:mulliken_charge:R:1 method="wB97M-V/def2-TZVPD" charge=+2 homo_energy_ev="-14.05 / -14.05" energy_ha=-1869.97247 spin_multiplicity=4 largest_force_ev_per_a=6.65 gap_ev="8.00 / 5.24"
Re -0.26432 0.16912 0.19545 -0.8076
C -0.81023 -1.02048 1.89343 1.1070
C 0.57548 -0.92184 2.21506 0.8122
C -0.25346 1.21927 1.99396 0.7573
C -1.37848 0.30854 1.90096 1.4014
C 0.93120 0.44168 2.20807 0.4377
C -1.61240 -2.26464 2.06936 -1.7185
H -1.07309 -3.13141 1.67369 0.3372
H -2.58013 -2.20228 1.56506 0.4025
H -1.79987 -2.46743 3.13688 0.3623
C -2.78108 0.58451 2.31695 -1.4816
H -3.36448 -0.34369 2.34142 0.4882
H -3.27683 1.30873 1.66821 0.2173
H -2.86473 0.94694 3.35665 0.3516
C -0.30129 2.69881 2.16466 -1.4631
H -0.21179 2.98239 3.22164 0.3881
H -1.22075 3.14872 1.77810 0.2646
H 0.55830 3.15703 1.65608 0.2403
C 2.21502 1.01213 2.71971 -1.6688
H 2.20934 1.06648 3.82306 0.3505
H 2.37717 2.03044 2.34844 0.4427
H 3.06791 0.38260 2.43260 0.3405
C 1.35580 -2.05107 2.79873 -1.6452
H 1.07051 -2.24815 3.84877 0.3057
H 2.43528 -1.86081 2.80901 0.4583
H 1.18401 -2.98195 2.24418 0.2393
C 2.07308 -2.53501 -1.77172 0.4614
C 1.81179 -3.24371 -0.67695 0.3607
C 2.77551 -4.28493 -0.15737 -1.2646
C 4.09428 -3.75281 0.50895 -1.1368
C 4.26906 -2.25085 0.52235 -0.2972
C 4.55469 -1.57891 -0.60544 -0.4842
C 4.68325 -2.29620 -1.93492 -0.8985
C 3.33533 -2.76708 -2.58055 -1.2312
H 3.08394 -4.95750 -0.97671 0.4346
H 4.94166 -4.24416 -0.00353 0.4011
H 2.25874 -4.89235 0.59940 0.4039
H 3.45033 -3.84454 -2.79622 0.4099
H 1.37405 -1.77345 -2.17064 0.1483
H 0.86372 -3.13764 -0.11568 0.0839
H 3.23930 -2.24341 -3.54385 0.3637
H 5.15825 -1.60662 -2.65091 0.3888
H 4.76942 -0.50588 -0.62428 0.5149
H 5.34064 -3.18149 -1.84562 0.3653
H 4.09551 -4.10614 1.55080 0.3127
H 4.20946 -1.77506 1.50345 0.7495
P -1.82645 -1.07959 -1.39713 0.9153
C -3.55613 -0.72849 -0.87843 -1.2694
H -4.22802 -1.13262 -1.64629 0.5942
H -3.74102 0.34606 -0.77329 0.2689
H -3.78627 -1.22822 0.06806 0.3082
C -1.89620 -0.57405 -3.15089 -1.2146
H -2.81165 -0.96364 -3.61787 0.4960
H -1.03443 -0.97033 -3.70040 0.3790
H -1.90334 0.51806 -3.23640 0.3023
C -1.96873 -2.89779 -1.53224 -1.3939
H -1.12719 -3.31055 -2.09843 0.3923
H -2.90255 -3.15399 -2.05254 0.5244
H -1.99267 -3.35407 -0.53663 0.3232
P 1.38820 1.64621 -1.26257 1.6195
C 2.80871 2.36719 -0.35394 -1.5055
H 3.57426 2.73817 -1.04778 0.5186
H 3.25999 1.62875 0.31402 0.1900
H 2.46646 3.21976 0.24830 0.4385
C 1.97257 1.25937 -2.95645 -1.2016
H 2.89672 0.67088 -2.95033 0.2931
H 2.16800 2.18698 -3.51446 0.4999
H 1.19489 0.70098 -3.49162 0.2912
C 0.62941 3.28431 -1.68005 -1.7321
H 1.41432 3.93851 -2.07552 0.5410
H 0.19980 3.75573 -0.78917 0.3688
H -0.14753 3.16288 -2.44186 0.4128
O -3.22047 3.13063 -0.19575 -0.5334
C -2.30263 2.36458 -0.43191 0.6341
N -1.40891 1.59368 -0.66808 -0.4672